Record 1
Molecular formula: C29H31Br3N6O4
Method: DFT, wB97M-V/def2-TZVPD

total charge = -1
multiplicity = 2
calculated total energy = -257826.37799 eV
<S²> = 0.765

Structure (XYZ):
```
73
C29H31Br3N6O4 wB97M-V/def2-TZVPD
N -15.777 12.598 2.309
C -16.151 11.438 1.792
C -15.866 10.454 2.728
C -15.325 11.084 3.857
C -15.319 12.413 3.567
H -15.872 13.516 1.899
H -16.571 11.372 0.799
H -15.991 9.387 2.618
H -14.992 10.620 4.773
H -14.930 13.267 4.103
N -17.024 15.750 -2.188
C -18.187 15.827 -1.574
C -18.627 14.621 -1.052
C -17.640 13.715 -1.367
C -16.576 14.428 -1.988
H -16.498 16.549 -2.510
H -18.715 16.762 -1.456
H -19.574 14.485 -0.549
H -17.662 12.646 -1.221
H -15.653 13.997 -2.345
N -19.094 1.694 -2.600
C -19.965 2.269 -1.678
C -19.372 3.455 -1.299
C -18.144 3.612 -2.018
C -17.993 2.484 -2.741
H -19.202 0.745 -2.928
H -20.845 1.746 -1.334
H -19.742 4.180 -0.589
H -17.519 4.492 -1.984
H -17.200 2.256 -3.438
N -9.060 9.017 0.723
C -9.993 8.106 0.367
C -11.228 8.714 0.495
C -10.982 10.045 0.936
C -9.597 10.247 1.071
H -8.066 8.854 0.648
H -9.778 7.083 0.096
H -12.145 8.201 0.244
H -11.779 10.750 1.116
H -9.018 11.128 1.306
C -16.338 9.274 -1.244
Br -17.493 10.380 -2.434
Br -14.304 9.652 -1.223
Br -16.729 7.324 -1.651
H -16.605 9.339 -0.190
C -13.540 4.940 -2.433
C -12.753 4.076 -3.227
C -11.424 4.436 -3.514
C -10.942 5.733 -3.153
C -11.762 6.485 -2.260
C -13.068 6.128 -1.996
N -9.585 6.170 -3.617
O -9.221 7.290 -3.232
O -8.926 5.396 -4.365
H -14.562 4.672 -2.208
H -13.056 3.112 -3.608
H -10.820 3.765 -4.107
H -11.404 7.446 -1.921
H -13.732 6.809 -1.484
C -8.892 10.877 -3.656
C -9.745 10.530 -2.626
C -10.963 11.205 -2.399
C -11.370 12.276 -3.202
C -10.529 12.577 -4.254
C -9.293 11.933 -4.468
N -12.601 13.053 -3.022
O -13.151 13.023 -1.902
O -13.093 13.680 -3.944
H -7.904 10.461 -3.787
H -9.475 9.770 -1.907
H -11.684 10.859 -1.674
H -10.839 13.443 -4.820
H -8.557 12.303 -5.166
```

Record 2
Molecular formula: C29H31ClN4O3S
Method: DFT, wB97M-V/def2-TZVPD

multiplicity = 1
calculated total energy = -66037.08662 eV

Structure (XYZ):
```
69
C29H31ClN4O3S wB97M-V/def2-TZVPD
C -6.614 -1.556 2.082
H -6.555 -2.641 2.125
H -7.614 -1.267 1.772
H -6.436 -1.163 3.080
C -5.590 -1.020 1.085
N -5.745 0.415 0.916
C -5.379 0.927 -0.395
C -3.861 1.041 -0.595
N -3.211 1.846 0.435
C -3.585 1.342 1.749
C -5.105 1.215 1.946
H -5.314 0.775 2.922
H -5.559 2.211 1.920
H -3.161 1.993 2.518
H -3.126 0.353 1.856
C -3.385 3.281 0.283
H -3.010 3.748 1.200
H -4.430 3.596 0.149
C -2.563 3.805 -0.907
N -1.259 3.190 -0.932
C -0.921 2.275 -1.870
O -1.536 2.125 -2.907
C 0.301 1.474 -1.548
C 0.517 0.996 -0.261
C 1.620 0.195 0.015
C 2.488 -0.118 -1.023
C 2.279 0.348 -2.305
C 1.179 1.138 -2.575
H 0.978 1.495 -3.573
H 2.981 0.061 -3.075
S 3.906 -1.200 -0.670
O 4.654 -1.321 -1.917
C 4.638 0.189 0.247
C 5.741 0.843 -0.262
C 6.296 1.895 0.445
C 5.750 2.270 1.663
C 4.653 1.599 2.176
C 4.072 0.557 1.460
C 2.936 -0.194 2.066
O 2.998 -0.629 3.200
N 1.811 -0.338 1.307
C 0.683 -1.073 1.870
C 0.184 -2.066 0.857
C -1.089 -1.952 0.321
C -1.508 -2.846 -0.651
C -0.668 -3.847 -1.108
C 0.605 -3.953 -0.573
C 1.030 -3.072 0.405
H 2.022 -3.162 0.822
H 1.267 -4.729 -0.923
H -1.006 -4.531 -1.870
Cl -3.100 -2.699 -1.305
H -1.753 -1.168 0.653
H 1.065 -1.574 2.765
H -0.115 -0.387 2.171
H 4.235 1.873 3.133
H 6.187 3.083 2.222
H 7.156 2.415 0.052
H 6.146 0.510 -1.206
H -0.190 1.220 0.523
H -0.739 3.215 -0.069
H -2.466 4.893 -0.829
H -3.039 3.565 -1.859
H -3.637 1.456 -1.577
H -3.417 0.042 -0.551
H -5.805 0.279 -1.162
H -5.842 1.915 -0.496
H -5.766 -1.493 0.117
H -4.579 -1.310 1.414
```

Record 3
Molecular formula: C29H31Ge2N3OPd
Method: DFT, wB97M-V/def2-TZVPD

total charge = +1
multiplicity = 2
calculated total energy = -153597.94655 eV
energy relative to the best compared isomer or geometry (same formula, charge and spin) = 182.9 kJ/mol
<S²> = 0.769

Structure (XYZ):
```
67
C29H31Ge2N3OPd wB97M-V/def2-TZVPD
Pd 0.801 -0.080 -0.466
C 4.632 2.141 0.186
C 3.275 1.651 -0.214
N 2.672 0.678 0.403
N 3.105 -0.023 1.404
C 2.498 -1.198 1.609
O 1.637 -1.656 0.804
C 2.927 -1.967 2.781
C 4.076 -1.596 3.482
C 4.483 -2.333 4.576
C 3.749 -3.438 4.980
C 2.616 -3.819 4.278
C 2.204 -3.095 3.175
C 2.582 2.179 -1.372
C 2.929 3.386 -1.995
C 2.313 3.748 -3.173
C 1.325 2.916 -3.701
C 0.989 1.766 -3.012
N 1.602 1.393 -1.892
H 5.013 1.524 0.996
H 4.582 3.174 0.528
H 5.321 2.092 -0.656
H 4.636 -0.734 3.152
H 5.370 -2.049 5.121
H 4.053 -3.996 5.852
H 2.054 -4.683 4.599
H 1.323 -3.381 2.617
H 3.667 4.026 -1.541
H 2.593 4.659 -3.679
H 0.830 3.167 -4.624
H 0.210 1.103 -3.376
C -1.400 2.231 1.878
Ge -2.407 2.086 0.170
C -1.597 3.462 -1.016
C -4.391 2.273 0.274
Ge -1.514 -0.135 -0.581
C -2.116 -1.558 0.679
C -3.005 -1.314 1.716
C -3.425 -2.355 2.526
C -2.949 -3.637 2.307
C -2.039 -3.878 1.290
C -1.606 -2.837 0.489
C -2.058 -0.574 -2.442
C -1.589 -1.708 -3.098
C -2.045 -2.011 -4.369
C -2.941 -1.167 -5.006
C -3.376 -0.012 -4.376
C -2.931 0.285 -3.102
H -1.382 3.257 2.232
H -0.369 1.908 1.680
H -1.810 1.606 2.665
H -1.917 4.445 -0.683
H -1.874 3.349 -2.059
H -0.513 3.407 -0.930
H -4.625 3.272 0.626
H -4.831 1.552 0.953
H -4.837 2.141 -0.708
H -3.384 -0.312 1.882
H -4.124 -2.164 3.326
H -3.282 -4.449 2.937
H -1.663 -4.877 1.125
H -0.867 -3.014 -0.286
H -0.870 -2.356 -2.607
H -1.701 -2.905 -4.867
H -3.296 -1.403 -5.998
H -4.064 0.655 -4.873
H -3.274 1.183 -2.598
```

Record 4
Molecular formula: C29H31N4O7
Method: DFT, wB97M-V/def2-TZVPD

total charge = -1
multiplicity = 1
calculated total energy = -50869.95590 eV

Structure (XYZ):
```
71
C29H31N4O7 wB97M-V/def2-TZVPD
C 3.006 -2.470 -3.242
N 3.026 -1.181 -2.584
C 4.291 -0.676 -2.270
O 5.306 -1.354 -2.406
N 4.344 0.637 -1.791
C 5.664 1.210 -1.635
C 3.220 1.441 -1.535
O 3.365 2.603 -1.143
C 1.899 0.826 -1.740
C 0.809 1.596 -1.456
C -0.575 1.180 -1.517
C -0.993 -0.076 -1.033
C -2.296 -0.512 -1.151
C -3.274 0.330 -1.760
N -4.555 -0.105 -1.927
C -5.011 -1.362 -1.346
C -3.910 -2.410 -1.363
C -2.656 -1.879 -0.677
C -5.596 0.783 -2.429
C -5.042 1.738 -3.473
C -3.857 2.511 -2.900
C -2.873 1.617 -2.227
C -1.562 2.027 -2.065
C 1.814 -0.498 -2.389
O 0.767 -1.033 -2.771
H 1.968 -2.770 -3.355
H 3.475 -2.382 -4.226
H 3.567 -3.191 -2.648
H 5.545 2.185 -1.171
H 6.282 0.553 -1.022
H 6.131 1.323 -2.618
H 1.011 2.637 -1.199
H -0.268 -0.730 -0.550
H -5.357 -1.214 -0.304
H -5.876 -1.702 -1.931
H -4.255 -3.316 -0.860
H -3.672 -2.675 -2.401
H -1.813 -2.555 -0.865
H -2.806 -1.859 0.415
H -6.388 0.156 -2.857
H -6.047 1.368 -1.603
H -4.717 1.171 -4.354
H -5.824 2.431 -3.790
H -3.351 3.065 -3.699
H -4.222 3.260 -2.180
H -1.254 3.012 -2.421
C 5.825 -1.426 1.691
C 4.819 -0.605 2.449
O 3.537 -1.244 2.395
C 2.624 -0.450 3.032
C 1.329 -1.065 3.205
C 0.276 -0.406 3.834
C 0.328 0.995 4.206
C -0.712 1.609 4.862
C -1.870 0.863 5.186
N -2.948 1.501 5.858
O -4.008 0.861 6.052
O -2.808 2.688 6.238
C -1.970 -0.508 4.838
C -0.939 -1.121 4.164
O 2.975 0.678 3.415
H 6.813 -0.987 1.846
H 5.865 -2.459 2.045
H 5.632 -1.419 0.614
H 5.128 -0.507 3.500
H 4.745 0.398 2.010
H 1.231 -2.104 2.912
H 1.229 1.560 3.983
H -0.666 2.661 5.140
H -2.871 -1.050 5.118
H -1.004 -2.172 3.876
```

Record 5
Molecular formula: C29H31N7O4SSiZr
Method: DFT, wB97M-V/def2-TZVPD

total charge = +2
multiplicity = 1
calculated total energy = -69184.29763 eV
energy relative to the best compared isomer or geometry (same formula, charge and spin) = 63.9 kJ/mol

Structure (XYZ):
```
74
C29H31N7O4SSiZr wB97M-V/def2-TZVPD
Zr -0.111 -0.101 -0.322
N 3.600 -2.052 1.190
C 2.332 -1.794 0.860
S 1.901 -1.763 -0.824
N 1.474 -1.625 1.835
N 0.217 -1.299 1.454
C -0.756 -1.627 2.250
C -0.565 -2.385 3.506
C -1.099 -3.669 3.611
C -0.948 -4.390 4.783
C -0.279 -3.831 5.863
C 0.257 -2.555 5.760
C 0.126 -1.837 4.583
C -2.112 -1.243 1.828
C -3.213 -1.479 2.646
C -4.480 -1.157 2.191
C -4.610 -0.599 0.929
C -3.467 -0.369 0.189
N -2.237 -0.669 0.611
H 4.243 -2.366 0.486
H 3.833 -2.190 2.161
H -1.618 -4.110 2.767
H -1.359 -5.388 4.852
H -0.180 -4.389 6.784
H 0.782 -2.117 6.599
H 0.542 -0.843 4.506
H -3.064 -1.908 3.625
H -5.349 -1.339 2.809
H -5.579 -0.336 0.530
H -3.551 0.073 -0.794
O -1.586 -2.408 -3.643
C -1.392 -1.539 -2.703
O -0.911 -1.790 -1.601
C -1.798 -0.141 -3.018
C -2.397 0.310 -4.188
C -2.693 1.660 -4.273
C -2.400 2.509 -3.207
C -1.808 1.964 -2.081
N -1.521 0.667 -2.007
C -1.480 2.632 -0.777
O -1.513 3.925 -0.633
O -1.206 1.914 0.170
H -1.279 -3.298 -3.401
H -2.615 -0.374 -4.996
H -3.157 2.059 -5.165
H -2.662 3.557 -3.271
H -1.732 4.428 -1.428
C 0.902 1.489 3.081
C 1.592 1.908 1.818
C 2.577 2.868 1.825
C 3.151 3.261 0.615
C 2.722 2.710 -0.568
C 1.718 1.730 -0.532
N 1.208 1.319 0.665
N 1.123 1.118 -1.591
Si 2.016 1.028 -3.118
C 1.382 -0.462 -4.095
C 3.853 0.753 -2.813
C 1.670 2.584 -4.124
H 1.552 0.830 3.657
H -0.029 0.975 2.854
H 0.677 2.359 3.696
H 2.890 3.315 2.757
H 3.919 4.024 0.608
H 3.124 3.030 -1.518
H 1.331 -1.360 -3.477
H 2.102 -0.672 -4.889
H 0.424 -0.289 -4.585
H 4.005 0.126 -1.936
H 4.413 1.678 -2.667
H 4.296 0.237 -3.668
H 0.612 2.668 -4.386
H 2.236 2.557 -5.058
H 1.956 3.496 -3.597
```

Record 6
Molecular formula: C29H31N7O4SSiZr
Method: DFT, wB97M-V/def2-TZVPD

total charge = +2
multiplicity = 1
calculated total energy = -69184.96001 eV
energy relative to the best compared isomer or geometry (same formula, charge and spin) = 0.0 kJ/mol

Structure (XYZ):
```
74
C29H31N7O4SSiZr wB97M-V/def2-TZVPD
Zr -0.523 0.342 0.341
N -0.836 -3.376 2.981
C -0.305 -2.326 2.315
S -0.874 -0.729 2.728
N 0.584 -2.572 1.394
N 1.038 -1.390 0.840
C 2.251 -1.348 0.425
C 3.196 -2.486 0.460
C 2.905 -3.655 -0.238
C 3.808 -4.705 -0.233
C 4.989 -4.603 0.490
C 5.273 -3.447 1.202
C 4.383 -2.383 1.181
C 2.674 -0.055 -0.165
C 3.905 0.085 -0.781
C 4.257 1.328 -1.291
C 3.359 2.373 -1.184
C 2.119 2.131 -0.613
N 1.767 0.942 -0.119
H -1.329 -3.190 3.838
H -0.329 -4.248 2.927
H 1.968 -3.748 -0.772
H 3.587 -5.610 -0.783
H 5.688 -5.428 0.498
H 6.188 -3.371 1.774
H 4.608 -1.479 1.734
H 4.576 -0.758 -0.845
H 5.218 1.472 -1.765
H 3.592 3.361 -1.552
H 1.378 2.915 -0.566
O -0.107 -2.751 -2.828
C -0.498 -1.924 -1.899
O 0.032 -0.847 -1.662
C -1.697 -2.353 -1.125
C -2.438 -3.507 -1.328
C -3.591 -3.667 -0.575
C -3.984 -2.668 0.312
C -3.174 -1.556 0.447
N -2.044 -1.427 -0.244
C -3.471 -0.285 1.199
O -4.495 -0.178 1.997
O -2.760 0.678 0.970
H 0.657 -2.394 -3.315
H -2.131 -4.240 -2.061
H -4.202 -4.551 -0.700
H -4.912 -2.771 0.857
H -4.958 -1.011 2.165
C 0.516 2.178 3.706
C -0.111 2.938 2.581
C -0.419 4.278 2.691
C -0.972 4.948 1.602
C -1.202 4.293 0.411
C -0.875 2.937 0.341
N -0.357 2.294 1.420
N -0.978 2.090 -0.747
Si -1.951 2.508 -2.170
C -2.075 0.947 -3.199
C -1.081 3.829 -3.164
C -3.666 3.025 -1.638
H 1.070 2.858 4.350
H 1.190 1.407 3.334
H -0.244 1.684 4.314
H -0.212 4.797 3.615
H -1.207 6.001 1.688
H -1.601 4.810 -0.447
H -1.099 0.586 -3.525
H -2.655 1.173 -4.096
H -2.598 0.136 -2.682
H -0.042 3.552 -3.359
H -1.080 4.811 -2.689
H -1.572 3.945 -4.133
H -4.127 2.287 -0.980
H -4.298 3.112 -2.526
H -3.702 3.987 -1.127
```

Record 7
Molecular formula: C29H31N7PdSe
Method: DFT, wB97M-V/def2-TZVPD

multiplicity = 3
calculated total energy = -109831.72424 eV
energy relative to the best compared isomer or geometry (same formula, charge and spin) = 51.4 kJ/mol
<S²> = 2.052

Structure (XYZ):
```
69
C29H31N7PdSe wB97M-V/def2-TZVPD
Pd 0.286 0.406 0.653
Se 0.569 -7.279 -0.751
N -0.749 -6.089 -0.588
C -0.211 -4.981 -0.161
C -0.980 -3.766 0.105
C -2.368 -3.729 -0.011
C -3.020 -2.533 0.211
C -2.258 -1.408 0.518
N -0.937 -1.437 0.628
C -0.299 -2.603 0.454
C 1.175 -2.621 0.648
N 1.740 -1.470 1.014
C 3.042 -1.426 1.228
C 3.861 -2.549 1.089
C 3.289 -3.740 0.691
C 1.913 -3.785 0.464
C 1.223 -4.992 0.017
N 1.826 -6.114 -0.264
H -2.902 -4.632 -0.273
H -4.096 -2.457 0.144
H -2.724 -0.443 0.675
H 3.443 -0.454 1.493
H 4.923 -2.472 1.275
H 3.877 -4.637 0.551
C 3.017 3.182 -1.921
C 3.751 3.404 -0.595
C 4.581 2.181 -0.198
C 2.816 3.900 0.492
C 2.997 5.191 0.946
C 2.170 5.746 1.915
C 1.132 4.981 2.434
C 0.890 3.684 2.019
C -0.271 2.968 2.683
C -1.397 2.633 1.701
C 0.180 1.779 3.537
C 1.741 3.077 1.013
N 1.629 1.842 0.531
H 3.721 2.884 -2.701
H 2.518 4.098 -2.244
H 2.261 2.406 -1.810
H 4.464 4.220 -0.758
H 3.940 1.310 -0.091
H 5.097 2.352 0.750
H 5.336 1.981 -0.962
H 3.806 5.785 0.534
H 2.330 6.759 2.261
H 0.488 5.413 3.192
H -0.699 3.690 3.385
H -1.029 2.077 0.825
H -1.851 3.549 1.319
H -2.175 2.040 2.189
H 0.706 1.027 2.946
H -0.680 1.302 4.013
H 0.857 2.123 4.322
C -0.982 -4.042 -3.476
C -0.180 -2.882 -2.990
C 1.176 -2.710 -2.818
C 1.332 -1.381 -2.351
N 0.161 -0.780 -2.236
N -0.741 -1.706 -2.624
C 2.598 -0.650 -2.062
H -0.367 -4.685 -4.103
H -1.835 -3.711 -4.070
H -1.361 -4.646 -2.650
H 1.952 -3.428 -3.027
H -1.717 -1.466 -2.642
H 3.045 -0.278 -2.986
H 3.326 -1.309 -1.585
H 2.402 0.193 -1.399
```